Computed, not measured: a structure of composition C37H90F3Li4N5O7 at a distorted geometry, with wB97M-V/def2-TZVPD.

Results
E_HOMO = -8.1 eV

Each line ends with the Löwdin charge.
Positions of all 146 atoms, in Å:
1 Li -30.307 0.368 3.962  0.566
2 Li -28.320 0.715 2.116  0.550
3 Li -28.684 -1.703 3.439  0.553
4 Li -27.615 0.430 4.931  0.569
5 O -29.732 -0.573 2.034  -0.556
6 H -30.277 -0.870 1.279  -0.051
7 O -27.088 -0.356 3.209  -0.570
8 H -26.361 -0.097 2.609  -0.072
9 O -28.970 1.788 3.808  -0.561
10 H -28.816 2.753 3.823  -0.071
11 O -29.172 -0.775 5.133  -0.548
12 H -29.147 -1.105 6.052  -0.103
13 C -26.722 0.437 -0.857  -0.100
14 C -27.936 1.267 -0.827  -0.252
15 N -28.075 2.137 0.372  -0.203
16 C -27.051 3.131 0.576  -0.264
17 C -26.771 3.671 1.981  -0.069
18 C -29.463 2.774 0.540  -0.201
19 C -30.028 3.596 -0.645  -0.069
20 H -25.885 0.798 -1.455  0.067
21 H -26.952 -0.549 -1.259  0.082
22 H -26.401 0.218 0.161  0.069
23 H -27.928 1.834 -1.757  0.117
24 H -28.838 0.655 -0.812  0.121
25 H -26.172 2.559 0.278  0.087
26 H -27.141 4.001 -0.075  0.117
27 H -27.465 4.511 2.027  0.074
28 H -26.926 2.958 2.790  0.050
29 H -25.761 4.054 2.122  0.062
30 H -29.309 3.379 1.433  0.088
31 H -30.094 1.984 0.950  0.088
32 H -30.478 2.934 -1.385  0.064
33 H -29.303 4.204 -1.187  0.068
34 H -30.883 4.185 -0.314  0.068
35 C -24.114 -3.365 -1.088  -0.101
36 C -23.333 -2.229 -0.471  -0.227
37 N -22.082 -1.747 -1.231  -0.164
38 C -21.403 -0.657 -0.554  -0.277
39 C -21.189 -0.679 0.934  -0.094
40 C -22.295 -1.513 -2.694  -0.205
41 C -23.070 -0.189 -3.029  -0.071
42 H -23.473 -4.243 -1.157  0.081
43 H -24.490 -3.158 -2.090  0.064
44 H -25.067 -3.537 -0.587  0.049
45 H -24.126 -1.505 -0.287  0.094
46 H -23.027 -2.567 0.519  0.103
47 H -22.012 0.245 -0.618  0.076
48 H -20.489 -0.528 -1.134  0.123
49 H -20.958 -1.617 1.439  0.075
50 H -22.034 -0.199 1.429  0.054
51 H -20.249 -0.161 1.128  0.078
52 H -21.261 -1.337 -2.990  0.098
53 H -22.626 -2.452 -3.137  0.102
54 H -22.918 0.058 -4.079  0.067
55 H -24.121 -0.257 -2.748  0.047
56 H -22.748 0.721 -2.524  0.054
57 C -28.333 1.288 7.946  -0.095
58 C -26.957 0.838 7.819  -0.289
59 N -26.292 1.205 6.535  -0.208
60 C -24.943 0.510 6.439  -0.200
61 C -24.138 0.813 5.115  -0.065
62 C -26.249 2.588 6.154  -0.262
63 C -25.506 3.447 7.210  -0.054
64 H -28.299 2.376 7.906  0.077
65 H -28.872 0.992 8.847  0.093
66 H -28.811 0.979 7.016  0.061
67 H -26.372 1.022 8.720  0.114
68 H -26.992 -0.251 7.833  0.111
69 H -24.323 0.742 7.305  0.104
70 H -25.089 -0.568 6.504  0.106
71 H -23.725 1.822 5.117  0.049
72 H -23.307 0.108 5.102  0.076
73 H -24.849 0.538 4.336  0.055
74 H -27.298 2.885 6.151  0.098
75 H -25.907 2.743 5.131  0.106
76 H -25.784 3.083 8.199  0.065
77 H -25.627 4.527 7.123  0.075
78 H -24.442 3.212 7.159  0.063
79 C -32.767 -1.268 2.985  -0.062
80 C -32.756 0.312 2.895  -0.263
81 N -32.378 0.937 4.130  -0.196
82 C -32.446 2.475 4.044  -0.203
83 C -33.823 3.120 3.853  -0.101
84 C -33.086 0.373 5.322  -0.212
85 C -32.771 1.111 6.642  -0.083
86 H -33.558 -1.662 3.623  0.059
87 H -31.832 -1.581 3.449  0.042
88 H -33.078 -1.598 1.994  0.082
89 H -32.006 0.564 2.146  0.088
90 H -33.709 0.700 2.536  0.110
91 H -32.112 2.904 4.989  0.095
92 H -31.884 3.014 3.281  0.109
93 H -34.642 2.688 4.428  0.066
94 H -33.747 4.153 4.193  0.075
95 H -34.105 3.138 2.800  0.065
96 H -33.022 -0.684 5.581  0.091
97 H -34.148 0.598 5.228  0.108
98 H -33.368 2.008 6.808  0.069
99 H -31.725 1.292 6.890  0.073
100 H -33.159 0.580 7.511  0.067
101 C -26.196 -4.692 4.473  -0.072
102 C -26.902 -3.407 4.058  -0.273
103 N -28.278 -3.590 3.531  -0.222
104 C -28.383 -4.288 2.199  -0.199
105 C -27.312 -3.794 1.145  -0.069
106 C -29.169 -4.288 4.554  -0.208
107 C -30.626 -4.524 4.097  -0.079
108 H -26.042 -5.300 3.581  0.069
109 H -26.646 -5.293 5.263  0.069
110 H -25.156 -4.470 4.712  0.073
111 H -26.842 -2.673 4.862  0.101
112 H -26.390 -2.826 3.292  0.084
113 H -28.254 -5.368 2.278  0.108
114 H -29.391 -4.034 1.870  0.105
115 H -27.416 -4.397 0.243  0.071
116 H -27.632 -2.799 0.835  0.063
117 H -26.276 -3.710 1.473  0.057
118 H -29.098 -3.584 5.383  0.081
119 H -28.850 -5.286 4.856  0.108
120 H -31.218 -5.037 4.856  0.064
121 H -30.668 -5.232 3.269  0.071
122 H -31.144 -3.614 3.793  0.062
123 C -29.951 -2.236 7.804  -0.031
124 C -31.108 -2.821 6.936  -0.208
125 O -32.401 -2.702 7.499  0.034
126 C -33.434 -3.319 6.906  -0.369
127 O -33.355 -3.875 5.814  0.146
128 C -34.714 -3.228 7.642  -0.520
129 F -34.406 -3.099 8.967  0.146
130 F -35.273 -2.068 7.231  0.164
131 F -35.472 -4.293 7.370  0.190
132 H -29.999 -2.653 8.810  0.087
133 H -30.297 -1.215 7.967  0.073
134 H -29.016 -2.315 7.249  0.068
135 H -30.886 -3.872 6.754  0.114
136 H -31.102 -2.323 5.966  0.103
137 C -23.171 2.365 0.846  -0.033
138 C -21.782 2.695 1.338  -0.467
139 O -20.794 2.836 0.661  0.080
140 C -21.888 3.078 2.856  -0.008
141 H -23.383 2.471 -0.218  0.086
142 H -23.994 2.846 1.373  0.057
143 H -23.318 1.289 0.942  0.065
144 H -22.542 2.507 3.514  0.041
145 H -22.489 3.986 2.823  0.082
146 H -20.930 3.171 3.368  0.081